#one
Here is a cluster of 2 separate species, C6H6N2O2 in total from the OMol25 dataset. Energies are from ωB97M-V/def2-TZVPD.

ORCA input file:
```
! wB97M-V def2-TZVPD RIJCOSX def2/J DEFGRID3
* xyz 0 1
O 1.795 0.152 2.508
O -0.070 -0.939 0.706
N 0.611 1.524 3.843
N 0.796 2.822 0.726
C -0.378 2.428 4.339
C -2.621 0.062 2.958
C 1.247 2.235 1.630
C 1.346 1.256 2.755
C -1.562 0.325 3.484
C -0.591 0.929 4.376
H -0.962 2.999 3.616
H -0.464 0.429 5.339
H -0.140 2.930 5.278
H -3.602 -0.235 2.630
H 0.418 -0.914 1.543
H -0.673 -0.120 0.537
*
```

Calculated values
SMILES = C#C[C@@H]1CN1C(=O)C#N.O
E_HOMO = -10.50 eV

Here is what natural (NBO) gives for the atomic charges, in e:
1. O -0.529
2. O -0.970
3. N -0.413
4. N -0.257
5. C -0.192
6. C -0.162
7. C 0.175
8. C 0.611
9. C -0.064
10. C -0.099
11. H 0.223
12. H 0.239
13. H 0.220
14. H 0.251
15. H 0.489
16. H 0.478



#two
Here is a cluster of 2 separate species, C6H6N2O2 in total from the OMol25 dataset. Energies are from ωB97M-V/def2-TZVPD.

ORCA input file:
```
! wB97M-V def2-TZVPD RIJCOSX def2/J DEFGRID3
* xyz 0 1
O -1.016 -1.559 -1.425
O 3.505 -1.143 0.042
N 2.300 0.691 -0.534
N 1.234 -1.291 -0.540
C -3.973 -0.152 1.823
C 1.073 1.280 -0.691
C -0.096 0.632 -0.752
C -0.185 -0.830 -0.946
C -2.778 0.195 1.959
C 2.440 -0.715 -0.258
H 1.145 -2.282 -0.640
H 3.227 1.245 -0.586
H -1.801 0.686 2.056
H -1.142 1.166 -0.775
H -5.016 -0.284 1.870
H 1.084 2.361 -0.602
*
```

Calculated values
SMILES = O=c1cc[nH]c(=O)[nH]1.C#C
E_HOMO = -9.54 eV

Here is what natural (NBO) gives for the atomic charges, in e:
1. O -0.534
2. O -0.584
3. N -0.624
4. N -0.709
5. C -0.229
6. C 0.069
7. C -0.432
8. C 0.699
9. C -0.254
10. C 0.796
11. H 0.416
12. H 0.434
13. H 0.248
14. H 0.247
15. H 0.235
16. H 0.222



Which structure is most stable? #two, by 0.0735 hartree over the runner-up.



#one
Here is an isolated molecule of C15H22N2O4 from the OMol25 dataset. Energies are from ωB97M-V/def2-TZVPD.

ORCA input file:
```
! wB97M-V def2-TZVPD RIJCOSX def2/J DEFGRID3
* xyz 0 1
O -3.075 -0.334 -0.015
O 5.766 -1.575 -0.482
O 0.618 3.087 0.288
O 4.473 -2.886 0.615
N 4.711 -1.833 0.058
N -0.787 1.455 -0.394
C 2.374 -1.307 0.311
C -4.344 -0.355 -0.640
C -7.669 -2.265 -0.028
C -5.355 -1.263 0.063
C 3.905 0.504 -0.240
C 2.804 1.354 -0.233
C 1.514 0.903 0.009
C 3.661 -0.848 0.034
C 5.260 1.064 -0.514
C -6.658 -1.362 -0.725
C -1.983 2.260 -0.388
C 0.414 1.923 -0.001
C 1.300 -0.444 0.295
C -2.969 0.474 1.139
C -2.864 1.980 0.839
H -8.588 -2.325 -0.606
H -1.675 3.307 -0.391
H -3.851 2.409 0.661
H -6.448 -1.754 -1.722
H 2.241 -2.355 0.534
H -4.752 0.661 -0.726
H -2.439 2.464 1.718
H -7.910 -1.880 0.960
H -7.085 -0.363 -0.844
H -0.924 0.475 -0.588
H 2.941 2.409 -0.418
H 5.624 0.716 -1.480
H -4.912 -2.255 0.175
H 5.223 2.150 -0.519
H -7.268 -3.270 0.085
H -2.541 2.044 -1.303
H -2.052 0.137 1.631
H -4.153 -0.736 -1.647
H 0.315 -0.821 0.525
H -3.804 0.294 1.827
H -5.568 -0.878 1.063
H 5.982 0.732 0.229
*
```

Calculated values
SMILES = CCCCOCCCNC(=O)c1ccc([N+](=O)[O-])c(C)c1
E_HOMO = -9.77 eV

Here is what natural (NBO) gives for the atomic charges, in e:
1. O -0.558
2. O -0.375
3. O -0.620
4. O -0.382
5. N 0.515
6. N -0.608
7. C -0.191
8. C -0.056
9. C -0.598
10. C -0.424
11. C 0.009
12. C -0.174
13. C -0.085
14. C 0.074
15. C -0.629
16. C -0.392
17. C -0.225
18. C 0.650
19. C -0.209
20. C -0.069
21. C -0.442
22. H 0.210
23. H 0.238
24. H 0.205
25. H 0.196
26. H 0.249
27. H 0.161
28. H 0.221
29. H 0.202
30. H 0.194
31. H 0.412
32. H 0.239
33. H 0.242
34. H 0.205
35. H 0.215
36. H 0.203
37. H 0.198
38. H 0.187
39. H 0.187
40. H 0.217
41. H 0.177
42. H 0.195
43. H 0.237



#two
Here is an isolated molecule of C15H22N2O4 from the OMol25 dataset. Energies are from ωB97M-V/def2-TZVPD.

ORCA input file:
```
! wB97M-V def2-TZVPD RIJCOSX def2/J DEFGRID3
* xyz 0 1
O 3.654 -0.320 -3.138
O 3.444 -0.740 1.068
O -0.196 1.569 1.449
O 1.430 -1.351 -2.035
N 0.080 0.013 -0.160
N 3.120 0.157 -1.938
C 2.027 -0.853 1.005
C -2.175 0.679 0.442
C -0.685 0.799 0.636
C -5.431 1.549 0.921
C 5.055 -0.103 -2.984
C -3.936 1.681 1.141
C -4.866 2.587 1.821
C 1.522 0.057 -0.111
C 3.941 1.234 -1.378
C -4.993 4.047 2.008
C -2.903 2.002 0.067
C 2.021 -0.449 -1.465
C 5.134 1.272 -2.338
C -3.027 0.613 1.737
C -5.088 3.087 3.191
H 1.720 -1.879 0.782
H -2.460 0.989 2.590
H -2.424 -0.126 -0.249
H -4.092 4.643 1.929
H -6.063 2.943 3.638
H -3.475 -0.349 1.981
H -5.900 4.542 1.688
H -3.251 2.093 -0.961
H 1.560 -0.526 1.938
H 5.479 -0.879 -2.338
H 3.395 2.177 -1.363
H 3.769 -1.314 1.767
H 4.991 2.040 -3.097
H -5.830 1.850 -0.040
H 4.240 0.971 -0.366
H -0.321 -0.630 -0.826
H -5.924 0.699 1.381
H -2.296 2.869 0.333
H -4.262 3.073 3.890
H 5.494 -0.162 -3.976
H 6.074 1.456 -1.823
H 1.833 1.080 0.099
*
```

Calculated values
SMILES = O=C([C@H](CO)NC(=O)[C@H]1C[C@@]2(C1)C[C@]21CC1)N1CCCO1
E_HOMO = -8.99 eV

Here is what natural (NBO) gives for the atomic charges, in e:
1. O -0.330
2. O -0.739
3. O -0.651
4. O -0.630
5. N -0.608
6. N -0.151
7. C -0.061
8. C -0.291
9. C 0.683
10. C -0.395
11. C -0.076
12. C -0.037
13. C -0.074
14. C -0.154
15. C -0.245
16. C -0.401
17. C -0.377
18. C 0.649
19. C -0.436
20. C -0.381
21. C -0.400
22. H 0.175
23. H 0.227
24. H 0.206
25. H 0.213
26. H 0.211
27. H 0.207
28. H 0.212
29. H 0.208
30. H 0.186
31. H 0.175
32. H 0.209
33. H 0.479
34. H 0.214
35. H 0.212
36. H 0.235
37. H 0.428
38. H 0.211
39. H 0.222
40. H 0.214
41. H 0.205
42. H 0.225
43. H 0.232



#three
Here is a cluster of 2 separate species, C15H22N2O4 in total from the OMol25 dataset. Energies are from ωB97M-V/def2-TZVPD.

ORCA input file:
```
! wB97M-V def2-TZVPD RIJCOSX def2/J DEFGRID3
* xyz 0 1
O 0.441 1.613 1.655
O 2.535 0.149 -0.430
O 1.147 -5.031 -1.910
O -1.147 4.482 -1.334
N -1.118 -3.164 -0.318
N 0.109 -0.164 -0.042
C 0.877 -5.165 -0.654
C -2.013 -2.742 0.589
C 2.373 -1.188 2.793
C -0.026 5.133 -1.021
C 1.207 -3.925 0.363
C 1.309 -1.393 2.027
C -1.826 -0.949 2.735
C 0.319 -2.674 -0.145
C 0.254 6.141 -2.153
C 1.109 0.415 -2.438
C 0.204 -1.355 0.831
C 1.336 0.099 -0.846
C -1.116 -1.885 1.629
C -1.460 1.974 0.104
C -0.196 1.106 0.678
H 1.173 6.702 -1.935
H -0.557 6.871 -2.260
H -2.416 1.360 0.373
H -1.504 3.029 0.580
H -1.242 0.014 2.994
H 0.909 4.548 -0.918
H -1.526 -3.764 -1.053
H 0.398 5.642 -3.118
H 0.857 -4.184 1.445
H 0.763 1.532 -2.461
H -2.068 -1.584 3.674
H 0.371 -6.149 -0.324
H 0.621 -2.513 -1.242
H -1.344 2.072 -1.053
H 0.253 -0.241 -2.845
H -3.137 -2.931 0.709
H -0.649 -2.748 2.273
H 2.093 0.325 -3.023
H -2.867 -0.652 2.295
H -0.012 5.733 -0.091
H 2.342 -3.658 0.346
H 3.223 -0.881 3.522
*
```

Calculated values
E_HOMO = -4.75 eV

Here is what natural (NBO) gives for the atomic charges, in e:
1. O -0.510
2. O -0.500
3. O -0.511
4. O -0.921
5. N -0.472
6. N -0.628
7. C 0.382
8. C 0.251
9. C -0.155
10. C -0.025
11. C -0.513
12. C -0.126
13. C -0.641
14. C -0.042
15. C -0.618
16. C -0.724
17. C 0.131
18. C 0.704
19. C -0.282
20. C -0.709
21. C 0.691
22. H 0.161
23. H 0.188
24. H 0.196
25. H 0.308
26. H 0.285
27. H 0.067
28. H 0.449
29. H 0.180
30. H 0.232
31. H 0.287
32. H 0.234
33. H 0.165
34. H 0.274
35. H 0.285
36. H 0.220
37. H 0.272
38. H 0.266
39. H 0.255
40. H 0.223
41. H 0.080
42. H 0.298
43. H 0.291



Which structure is most stable? #one, by 0.0460 hartree over the runner-up.



#one
Here is a cluster of 2 separate species, C4H10N3O in total from the OMol25 dataset. Energies are from ωB97M-V/def2-TZVPD.

ORCA input file:
```
! wB97M-V def2-TZVPD RIJCOSX def2/J DEFGRID3
* xyz 1 1
O 0.616 -1.278 1.136
N 1.746 1.438 -0.918
N 1.732 0.093 -0.393
N -2.530 -0.806 0.574
C -0.180 1.315 0.441
C 0.776 -0.168 0.433
C 0.720 2.080 -0.495
C 2.807 -0.793 -0.612
H 0.506 3.068 -0.855
H 2.337 -1.536 -1.359
H -3.534 -0.531 0.667
H -1.183 1.178 -0.037
H -0.182 1.690 1.385
H -2.292 -1.656 1.064
H 3.582 -0.265 -1.037
H -2.331 -1.039 -0.368
H 3.329 -1.202 0.305
H -0.325 -1.406 1.451
*
```

Calculated values
E_HOMO = -14.44 eV

Here is what natural (NBO) gives for the atomic charges, in e:
1. O -0.611
2. N -0.191
3. N -0.207
4. N -1.113
5. C -0.476
6. C 0.694
7. C 0.114
8. C -0.449
9. H 0.250
10. H 0.244
11. H 0.407
12. H 0.300
13. H 0.260
14. H 0.356
15. H 0.254
16. H 0.365
17. H 0.258
18. H 0.544



#two
Here is a cluster of 2 separate species, C4H10N3O in total from the OMol25 dataset. Energies are from ωB97M-V/def2-TZVPD.

ORCA input file:
```
! wB97M-V def2-TZVPD RIJCOSX def2/J DEFGRID3
* xyz 1 1
O -1.116 -0.687 0.280
N -3.367 0.392 -0.460
N 2.274 -0.007 -0.109
N 1.204 -0.713 0.047
C 1.151 1.919 0.742
C 2.250 1.259 0.223
C 1.479 -2.132 -0.230
C -0.055 -0.235 -0.127
H -3.188 1.032 -1.203
H 0.722 -2.724 0.168
H 3.307 1.632 0.211
H -2.379 -0.038 -0.165
H 0.255 1.306 1.044
H 2.285 -2.262 0.516
H 1.615 -2.313 -1.328
H 1.141 2.979 0.896
H -3.890 -0.277 -0.867
H -3.688 0.870 0.360
*
```

Calculated values
E_HOMO (alpha / beta) = -12.01 / -12.53 eV

Here is what natural (NBO) gives for the atomic charges, in e:
1. O -0.631
2. N -0.879
3. N -0.183
4. N -0.238
5. C -0.334
6. C -0.058
7. C -0.416
8. C 0.596
9. H 0.430
10. H 0.218
11. H 0.242
12. H 0.466
13. H 0.193
14. H 0.253
15. H 0.240
16. H 0.232
17. H 0.427
18. H 0.443



Which structure is most stable? #one, by 0.0822 hartree over the runner-up.